Record 1
# C10H16Cl8N2O2

6 unconnected molecules or ions with the total composition C10H16Cl8N2O2 (ωB97M-V with the def2-TZVPD basis set, the OMol25 dataset).

Geometry as XYZ:
```
38
Properties=species:S:1:pos:R:3:forces:R:3
C 1.14553 1.18912 4.18020 -0.33 0.30 -0.02
N 0.67772 1.37598 5.58896 0.43 -0.22 0.12
O 0.10007 0.43194 6.09317 -0.03 0.24 -0.08
O 0.95807 2.41528 6.14977 -0.17 -0.14 -0.14
H 1.98307 0.50014 4.19867 -0.02 -0.07 0.06
H 1.42894 2.15259 3.77566 0.07 0.03 0.09
H 0.30520 0.78047 3.63052 0.06 -0.15 -0.03
C 0.99793 -4.34307 -1.18268 -0.17 0.05 0.13
C 0.48255 -3.37781 -2.03679 0.02 -0.19 0.03
C 0.09843 -2.16453 -1.49547 0.06 0.21 0.01
N 0.20122 -1.87416 -0.20083 -0.07 0.24 -0.07
C 0.69966 -2.80172 0.60500 0.11 0.07 0.28
C 1.11510 -4.04635 0.17115 -0.05 -0.38 -0.46
H 1.25980 -5.32289 -1.56132 0.11 0.04 0.02
H 0.35373 -3.57196 -3.09308 0.03 0.01 0.00
H -0.28886 -1.36996 -2.12609 -0.08 -0.08 -0.02
H 0.77780 -2.52425 1.65225 -0.02 -0.09 -0.02
H 1.48664 -4.79453 0.85618 0.06 0.10 0.11
Cl -0.21451 2.55107 1.06853 0.06 0.07 0.10
C -0.96257 1.05508 0.52387 -0.18 -0.47 -0.26
Cl -2.67154 1.27650 0.10427 0.02 0.08 0.03
H -0.44903 0.68334 -0.35288 0.05 0.14 -0.02
H -0.90359 0.28856 1.28660 0.01 0.17 0.16
Cl 4.49509 0.03124 -2.29637 0.11 0.00 -0.03
C 2.85310 -0.04222 -2.91601 -0.15 -0.21 -0.17
Cl 1.74364 0.94278 -1.96944 -0.20 0.23 0.20
H 2.81742 0.32318 -3.93478 0.18 0.03 -0.02
H 2.50215 -1.06701 -2.86592 0.06 -0.03 0.04
Cl -6.85420 0.97506 -1.78916 0.03 -0.07 0.01
C -6.02983 -0.33641 -0.92050 -0.11 0.21 -0.21
Cl -6.05376 -1.85653 -1.82112 -0.02 -0.01 0.04
H -4.99964 -0.03775 -0.78968 0.06 -0.05 0.09
H -6.54565 -0.46957 0.02009 0.04 -0.10 0.07
Cl 3.16540 4.48101 -1.89595 -0.05 0.03 -0.15
C 1.39790 4.50195 -1.65819 0.62 -0.27 0.09
Cl 0.67588 6.01834 -2.15058 -0.13 0.17 0.02
H 0.98014 3.69806 -2.24860 -0.06 -0.01 -0.02
H 1.27101 4.32903 -0.59943 -0.35 0.12 0.02
```
Forces are in eV/Å.

lowest unoccupied orbital energy = 0.0102 hartree
HOMO = -10.4348 eV
spin multiplicity = 1
SMILES = C[N+](=O)[O-].c1ccncc1.ClCCl.ClCCl.ClCCl.ClCCl
energy relative to the best compared isomer or geometry (same formula, charge and spin) = 0.0 kJ/mol
E = -4332.0511 hartree

=====

Record 2
# C10H15BF5IrN2O4SSeSi

A molecular structure, C10H15BF5IrN2O4SSeSi (ωB97M-V with the def2-TZVPD basis set, the OMol25 dataset).

Geometry as XYZ:
```
41
Properties=species:S:1:pos:R:3:forces:R:3
Ir -0.62627 -2.48940 1.41522 -0.07 0.01 0.00
N 0.53010 -1.72702 -2.41898 0.08 0.01 0.00
C -0.07862 -1.83452 -1.27150 -0.05 0.00 -0.07
O 0.41514 -2.53929 -0.32979 0.02 -0.04 0.00
C -1.35895 -1.11346 -1.01893 -0.05 -0.01 0.01
C -2.06934 -1.78538 0.15068 0.08 0.03 0.04
H 1.42941 -2.16960 -2.52468 0.00 0.01 0.00
H 0.17284 -1.02440 -3.11262 -0.04 -0.02 -0.07
H -1.96738 -1.06835 -1.92314 0.04 0.00 -0.02
H -1.07983 -0.08742 -0.76746 -0.03 0.01 0.03
H -2.64050 -2.66057 -0.15556 -0.01 0.01 -0.01
H -2.71237 -1.09787 0.69098 -0.01 0.00 -0.01
C 2.22948 2.45464 3.16044 0.00 0.00 0.00
Si 1.23335 2.13628 1.60840 -0.02 0.03 -0.01
C -0.12064 3.41225 1.43612 0.00 -0.01 0.00
C 2.33146 2.14387 0.09873 0.00 -0.01 0.01
C 0.46959 0.46956 1.71555 -0.01 0.00 -0.07
C -0.00507 -0.65414 1.65000 0.08 -0.02 0.14
H 2.70230 3.43901 3.12484 0.00 0.00 0.00
H 3.01317 1.70383 3.27679 0.00 0.00 0.00
H 1.59260 2.41433 4.04606 0.00 0.00 0.00
H 0.29924 4.41948 1.38134 0.00 0.00 0.00
H -0.80857 3.37466 2.28283 0.00 0.00 0.00
H -0.69427 3.23704 0.52395 0.00 0.00 0.00
H 2.82083 3.11279 -0.02524 0.00 0.00 0.00
H 1.74498 1.94663 -0.80122 0.00 0.00 0.00
H 3.10451 1.37673 0.17205 0.00 0.00 0.00
F -3.73454 -2.28141 2.66580 0.00 -0.01 0.00
B -2.72275 -2.47771 3.52798 0.01 0.03 0.01
F -3.08386 -2.57655 4.81383 0.00 -0.01 0.00
Se -1.59503 -7.23667 0.35634 0.00 0.00 0.00
C -1.29011 -5.55210 0.78065 0.00 0.01 0.00
N -1.09189 -4.43603 1.06665 0.00 -0.01 0.00
F 1.39742 1.70566 -5.52103 -0.04 -0.01 -0.09
C 1.39931 1.80898 -4.19142 -0.02 0.06 0.07
F 1.90699 3.01390 -3.87634 0.05 0.10 0.04
F 2.26964 0.88615 -3.71723 0.03 -0.08 0.05
S -0.30335 1.56341 -3.41041 0.09 -0.05 -0.11
O -1.09090 2.58771 -4.10949 -0.02 -0.01 0.02
O -0.54193 0.17190 -3.94324 -0.07 -0.01 0.06
O -1.44620 -2.56691 3.17304 -0.01 -0.02 0.00
```
Forces are in eV/Å.

total charge = -1
lowest unoccupied orbital energy (spin up / spin down) = 0.0678 / -0.0182 hartree
HOMO (spin up / spin down) = -5.7641 / -5.7641 eV
spin multiplicity = 2
energy relative to the best compared isomer or geometry (same formula, charge and spin) = 0.0 kJ/mol
E = -4518.4232 hartree

=====

Record 3
# C3H8O

C3H8O in the gas phase (ωB97M-V with the def2-TZVPD basis set, the OMol25 dataset).

Geometry as XYZ:
```
12
Properties=species:S:1:pos:R:3:forces:R:3
C -1.78099 0.17401 0.00327 -0.03 0.02 0.00
C -0.37518 -0.31665 -0.30611 -0.22 -0.22 -0.03
O 0.54995 0.69333 0.03174 -0.04 0.06 0.01
C 1.84324 0.18629 0.22509 0.33 -0.05 0.04
H -2.19121 0.79089 -0.80023 0.09 -0.03 0.09
H -2.45666 -0.67027 0.16888 0.06 0.10 -0.09
H -1.75386 0.77498 0.91641 -0.03 -0.11 -0.08
H -0.27161 -0.58400 -1.37131 0.01 0.01 0.17
H -0.15777 -1.22637 0.27666 -0.02 0.14 -0.02
H 1.86758 -0.53030 1.06260 -0.01 0.11 -0.14
H 2.23148 -0.32189 -0.67189 -0.08 0.10 0.09
H 2.49504 1.02998 0.46488 -0.08 -0.13 -0.05
```
Forces are in eV/Å.

lowest unoccupied orbital energy = 0.0438 hartree
HOMO = -9.7933 eV
spin multiplicity = 1
SMILES = CCOC
energy relative to the best compared isomer or geometry (same formula, charge and spin) = 57.5 kJ/mol
E = -194.3141 hartree

=====

Record 4
# C3H2ErO2

A molecular structure, C3H2ErO2 (ωB97M-V with the def2-TZVPD basis set, the OMol25 dataset).

Geometry as XYZ:
```
8
Properties=species:S:1:pos:R:3:forces:R:3
O -1.08256 -0.88738 -0.54112 -0.82 -3.01 3.39
C -0.44219 0.18528 -0.87298 1.94 1.51 -0.79
C 0.54210 0.81459 -0.18018 -0.85 0.61 -0.83
O 0.81129 0.52434 1.18098 0.52 -2.21 0.24
C 0.69530 -0.60822 1.67769 -1.21 0.78 -0.30
Er -1.00886 -2.29231 1.13890 0.77 2.60 -2.30
H -0.63751 0.60348 -1.87230 -0.04 -0.24 0.36
H 1.12244 1.66022 -0.53100 -0.29 -0.05 0.22
```
Forces are in eV/Å.

total charge = +2
lowest unoccupied orbital energy (spin up / spin down) = -0.4199 / -0.4169 hartree
HOMO (spin up / spin down) = -17.7785 / -17.8491 eV
spin multiplicity = 5
energy relative to the best compared isomer or geometry (same formula, charge and spin) = 7.9 kJ/mol
E = -1280.1927 hartree

=====

What did the third record say?
# C3H8O

C3H8O in the gas phase (ωB97M-V with the def2-TZVPD basis set, the OMol25 dataset).

Geometry as XYZ:
```
12
Properties=species:S:1:pos:R:3:forces:R:3
C -1.78099 0.17401 0.00327 -0.03 0.02 0.00
C -0.37518 -0.31665 -0.30611 -0.22 -0.22 -0.03
O 0.54995 0.69333 0.03174 -0.04 0.06 0.01
C 1.84324 0.18629 0.22509 0.33 -0.05 0.04
H -2.19121 0.79089 -0.80023 0.09 -0.03 0.09
H -2.45666 -0.67027 0.16888 0.06 0.10 -0.09
H -1.75386 0.77498 0.91641 -0.03 -0.11 -0.08
H -0.27161 -0.58400 -1.37131 0.01 0.01 0.17
H -0.15777 -1.22637 0.27666 -0.02 0.14 -0.02
H 1.86758 -0.53030 1.06260 -0.01 0.11 -0.14
H 2.23148 -0.32189 -0.67189 -0.08 0.10 0.09
H 2.49504 1.02998 0.46488 -0.08 -0.13 -0.05
```
Forces are in eV/Å.

lowest unoccupied orbital energy = 0.0438 hartree
HOMO = -9.7933 eV
spin multiplicity = 1
SMILES = CCOC
energy relative to the best compared isomer or geometry (same formula, charge and spin) = 57.5 kJ/mol
E = -194.3141 hartree

=====

- The lowest E belongs to which entry?
  C10H15BF5IrN2O4SSeSi